Computed, not measured: a 2-piece molecular cluster, C2H7NO2S overall at a distorted geometry, with wB97M-V/def2-TZVPD.

Each line ends with the natural charge from an NBO analysis.
Cartesian coordinates (Å):
C 0.076 0.263 1.409  -0.4441
C -0.515 1.033 -0.808  -0.4167
N -0.276 -0.050 0.077  -0.6145
O -0.383 -1.718 -1.823  -0.8689
O 0.369 -2.466 0.444  -0.8899
S 0.274 -1.418 -0.568  1.9368
H -0.697 0.723 1.857  0.2167
H -0.018 -0.594 2.044  0.2458
H 1.026 0.641 1.675  0.2086
H 0.367 1.205 -1.413  0.2131
H -1.405 0.931 -1.463  0.2256
H -0.701 1.858 -0.261  0.2096
H 1.883 -0.410 -1.170  -0.0219

Summary:
Multiplicity   3
Highest occupied orbital energy (spin up / spin down)   -7.3 / -10.6 eV



Computed, not measured: one molecule with the formula C2H7NO2S2 at a distorted geometry, with wB97M-V/def2-TZVPD.

Each line ends with the natural charge from an NBO analysis.
Cartesian coordinates (Å):
C -0.386 -1.861 0.564  -0.4403
N 0.372 -0.733 0.106  -0.7642
S 1.401 -0.104 1.590  0.0401
S -0.567 0.514 -0.389  2.2756
C 0.643 1.594 -1.273  -0.7978
O -0.937 1.243 0.782  -0.9713
O -1.536 -0.118 -1.273  -0.9143
H -1.033 -1.723 1.366  0.1975
H -0.910 -2.328 -0.394  0.2273
H 0.170 -2.664 0.886  0.2141
H 0.442 0.934 1.898  0.2024
H 0.080 2.530 -1.265  0.2537
H 1.337 1.718 -0.552  0.2359
H 0.925 0.997 -2.044  0.2413

Summary:
Structure (SMILES)   CN(S)S(C)(=O)=O
Highest occupied orbital energy   -9.7 eV



Computed, not measured: a 2-piece molecular cluster, C2H7NO2S2 overall at a distorted geometry, with wB97M-V/def2-TZVPD.

Each line ends with the natural charge from an NBO analysis.
Cartesian coordinates (Å):
C -0.645 -0.413 -0.544  -0.4387
C 1.177 0.848 0.412  0.1782
N 0.429 -0.204 0.486  -0.5066
O -2.545 1.412 0.199  -0.9203
O -0.202 2.201 0.715  -1.0138
S -1.692 3.760 -1.134  -0.6055
S -1.616 2.806 0.578  1.2771
H -0.332 -1.071 -1.270  0.2022
H -1.620 -0.577 -0.100  0.2504
H -0.826 0.536 -1.175  0.2419
H 1.416 1.251 -0.603  0.2219
H 1.930 1.079 1.138  0.2173
H -3.000 1.648 -0.556  0.4837
H 0.345 -0.681 1.393  0.4121

Summary:
Highest occupied orbital energy   -8.0 eV



In order of appearance, relative energy (zero: lowest compared OMol25 entry of this formula, charge and spin) = 1.989; 3.358; 3.301 eV.